No. 1
The following is a DFT calculation (wB97M-V/def2-TZVPD) of a 6-piece molecular cluster, C36H31BrO14S overall in a non-equilibrium geometry.

molecular weight: 799.601 g/mol
E_LUMO: -1.906 eV
highest occupied orbital energy: -0.3025 hartree
total charge: 0

Cartesian coordinates (Å):
O  0.117  -3.058  0.405
S  0.038  -1.787  1.338
O  -0.645  -0.511  0.394
C  -1.906  -1.101  -0.168
C  -3.062  0.016  -0.497
C  -4.595  -0.596  -0.588
Br  -5.735  0.847  -1.469
O  1.623  -1.439  1.841
C  2.308  -0.468  0.984
C  2.575  -1.246  -0.601
C  3.158  -0.174  -1.824
O  1.628  -0.786  -1.744
H  -2.326  -1.914  0.567
H  -1.585  -1.568  -1.203
H  -2.837  0.459  -1.582
H  -3.084  0.923  0.250
H  -5.082  -0.823  0.452
H  -4.681  -1.544  -1.295
H  1.721  0.515  0.757
H  3.441  -0.288  1.303
H  3.022  -2.420  -0.590
H  3.444  0.557  -0.922
H  2.599  0.666  -2.375
C  -0.217  3.240  -1.077
C  0.957  2.600  -1.064
C  2.226  3.324  -1.278
O  3.300  2.739  -1.269
C  2.147  4.780  -1.506
C  0.974  5.420  -1.519
C  -0.295  4.696  -1.305
O  -1.370  5.281  -1.314
H  -1.157  2.724  -0.922
H  1.031  1.532  -0.898
H  3.087  5.296  -1.660
H  0.900  6.488  -1.685
C  -11.617  -1.929  -1.000
C  -10.443  -2.568  -0.987
C  -9.174  -1.845  -1.201
O  -8.100  -2.430  -1.191
C  -9.253  -0.388  -1.429
C  -10.426  0.251  -1.442
C  -11.695  -0.472  -1.227
O  -12.770  0.112  -1.237
H  -12.557  -2.445  -0.845
H  -10.369  -3.636  -0.821
H  -8.313  0.127  -1.583
H  -10.500  1.319  -1.608
C  7.884  2.971  0.882
C  6.885  2.087  0.972
C  6.358  1.402  -0.225
O  5.443  0.594  -0.144
C  6.977  1.731  -1.524
C  7.976  2.616  -1.615
C  8.503  3.300  -0.418
O  9.418  4.108  -0.499
H  8.281  3.483  1.749
H  6.421  1.834  1.917
H  6.579  1.220  -2.392
H  8.440  2.868  -2.560
C  -10.178  -7.178  -1.029
C  -9.162  -8.040  -1.132
C  -8.277  -8.321  0.017
O  -7.346  -9.108  -0.077
C  -8.561  -7.614  1.281
C  -9.577  -6.752  1.384
C  -10.462  -6.472  0.235
O  -11.393  -5.684  0.329
H  -10.836  -6.960  -1.862
H  -8.942  -8.567  -2.052
H  -7.903  -7.832  2.114
H  -9.797  -6.225  2.304
C  11.422  3.723  2.093
C  12.438  2.861  1.991
C  13.323  2.581  3.139
O  14.254  1.793  3.046
C  13.039  3.287  4.404
C  12.023  4.149  4.506
C  11.138  4.430  3.358
O  10.207  5.217  3.451
H  10.764  3.941  1.261
H  12.658  2.334  1.070
H  13.697  3.069  5.237
H  11.803  4.676  5.427

=====

No. 2
The following is a DFT calculation (wB97M-V/def2-TZVPD) of C36H31F6MnN7O5P2 as an isolated structure.

spin multiplicity: 5
<S²>: 6.1316
molecular weight: 872.562 g/mol
E_LUMO (spin up / spin down): -4.590 / -2.957 eV
highest occupied orbital energy (spin up / spin down): -0.4168 / -0.4181 hartree
total charge: +1

Cartesian coordinates (Å):
Mn  -0.631  0.323  -0.049
N  2.279  -1.439  -0.704
P  2.792  0.244  -0.663
C  4.347  0.060  0.236
C  5.180  -1.052  0.087
C  6.358  -1.139  0.811
C  6.717  -0.114  1.679
C  5.897  0.993  1.831
C  4.708  1.075  1.118
C  3.287  0.469  -2.400
C  4.607  0.470  -2.849
C  4.886  0.627  -4.199
C  3.852  0.776  -5.114
C  2.535  0.790  -4.676
C  2.260  0.653  -3.325
P  0.627  -1.693  -0.931
C  0.407  -2.157  -2.658
C  -0.749  -1.842  -3.366
C  -0.880  -2.256  -4.685
C  0.141  -2.970  -5.294
C  1.300  -3.272  -4.591
C  1.438  -2.868  -3.274
C  0.297  -3.162  0.060
C  0.761  -3.245  1.372
C  0.444  -4.345  2.152
C  -0.353  -5.357  1.634
C  -0.821  -5.276  0.331
C  -0.499  -4.181  -0.457
H  2.616  -1.968  0.095
H  4.910  -1.842  -0.602
H  7.000  -2.001  0.694
H  7.640  -0.183  2.239
H  6.174  1.785  2.513
H  4.056  1.928  1.257
H  5.425  0.354  -2.149
H  5.913  0.631  -4.537
H  4.074  0.893  -6.167
H  1.725  0.914  -5.383
H  1.222  0.682  -2.998
H  -1.535  -1.257  -2.909
H  -1.777  -2.012  -5.237
H  0.038  -3.287  -6.323
H  2.101  -3.819  -5.070
H  2.346  -3.089  -2.728
H  1.353  -2.450  1.810
H  0.807  -4.404  3.169
H  -0.613  -6.208  2.248
H  -1.445  -6.063  -0.071
H  -0.865  -4.128  -1.476
C  -2.075  2.012  3.473
C  -0.958  1.622  2.515
O  -1.480  1.326  1.271
C  -0.216  0.378  3.044
F  -1.060  -0.602  3.341
F  0.558  0.600  4.098
F  0.606  -0.116  2.048
C  0.029  2.805  2.384
F  0.498  3.227  3.558
F  1.091  2.488  1.617
F  -0.585  3.840  1.790
H  -2.778  1.187  3.551
H  -2.593  2.878  3.068
H  -1.691  2.254  4.463
O  -2.491  -0.191  -1.187
C  -2.654  -1.036  -0.283
O  -1.711  -1.195  0.585
C  -3.856  -1.882  -0.160
C  -5.005  -1.548  -0.870
C  -6.138  -2.341  -0.765
C  -6.119  -3.475  0.036
C  -4.956  -3.783  0.716
C  -3.819  -3.010  0.648
N  -4.920  -5.004  1.554
O  -3.838  -5.354  1.975
O  -5.965  -5.586  1.733
H  -4.999  -0.667  -1.497
H  -7.036  -2.081  -1.306
H  -6.983  -4.115  0.137
H  -2.934  -3.279  1.206
N  -1.931  4.923  -1.976
N  -1.015  3.963  -1.601
N  0.282  4.197  -1.617
C  0.756  3.008  -1.279
N  -0.226  2.125  -1.086
N  -1.373  2.770  -1.300
H  -1.529  5.825  -1.742
H  -2.792  4.734  -1.475
H  1.803  2.784  -1.190

=====

No. 3
The following is a DFT calculation (wB97M-V/def2-TZVPD) of C36H32B3Cl2NO13 as an isolated structure in a non-equilibrium geometry.

molecular weight: 789.988 g/mol
E_LUMO: -1.638 eV
highest occupied orbital energy: -0.3704 hartree
total charge: 0

Cartesian coordinates (Å):
C  4.631  -0.646  3.834
C  4.887  -0.947  2.359
C  3.593  -1.046  1.573
Cl  3.844  -1.612  -0.114
B  2.482  -1.982  2.182
O  2.463  -3.350  2.054
B  1.286  -3.947  2.413
Cl  1.363  -5.639  2.913
O  0.094  -3.309  2.393
B  0.270  -1.949  2.216
C  -0.645  -1.033  1.340
C  -1.707  -0.274  2.097
C  -1.618  -0.103  3.586
N  -2.665  0.186  1.436
O  1.407  -1.412  2.837
H  3.812  0.054  3.923
H  4.358  -1.560  4.347
H  5.526  -0.241  4.272
H  5.454  -0.128  1.941
H  5.436  -1.865  2.215
H  3.172  -0.056  1.479
H  -0.004  -0.284  0.886
H  -1.141  -1.564  0.545
H  -0.621  -0.247  3.983
H  -2.302  -0.814  4.031
H  -1.956  0.883  3.878
H  -3.313  0.689  2.044
C  -1.723  -6.061  -1.124
C  -1.323  -4.858  -0.722
C  -0.107  -4.229  -1.286
O  0.254  -3.128  -0.917
C  0.652  -4.981  -2.314
C  0.255  -6.184  -2.715
C  -0.965  -6.818  -2.150
O  -1.325  -7.916  -2.519
H  -2.606  -6.541  -0.729
H  -1.855  -4.288  0.024
H  1.536  -4.497  -2.711
H  0.792  -6.754  -3.463
C  -5.125  -2.576  -1.180
C  -6.153  -1.751  -1.004
C  -7.277  -2.105  -0.099
O  -8.216  -1.357  0.061
C  -7.206  -3.412  0.602
C  -6.177  -4.236  0.425
C  -5.056  -3.880  -0.479
O  -4.113  -4.630  -0.639
H  -4.296  -2.337  -1.834
H  -6.222  -0.794  -1.504
H  -8.034  -3.651  1.257
H  -6.106  -5.193  0.926
C  4.355  -0.243  -3.504
C  4.015  0.688  -2.618
C  3.839  2.103  -3.022
O  3.526  2.952  -2.211
C  4.054  2.446  -4.449
C  4.394  1.514  -5.336
C  4.571  0.095  -4.933
O  4.879  -0.753  -5.742
H  4.488  -1.282  -3.230
H  3.849  0.460  -1.572
H  3.918  3.485  -4.721
H  4.557  1.740  -6.382
C  0.566  4.049  -3.148
C  1.195  5.154  -2.756
C  0.609  6.497  -2.997
O  1.180  7.506  -2.643
C  -0.703  6.559  -3.690
C  -1.330  5.453  -4.081
C  -0.745  4.110  -3.840
O  -1.317  3.102  -4.197
H  0.977  3.062  -2.981
H  2.152  5.125  -2.250
H  -1.113  7.547  -3.855
H  -2.286  5.476  -4.588
C  0.449  3.888  3.523
C  -0.759  3.624  3.035
C  -1.917  4.508  3.322
O  -3.019  4.262  2.881
C  -1.673  5.700  4.173
C  -0.464  5.965  4.660
C  0.694  5.080  4.374
O  1.796  5.321  4.817
H  1.306  3.256  3.326
H  -0.957  2.761  2.411
H  -2.530  6.331  4.370
H  -0.266  6.828  5.283